# 1
ORCA calculation (ωB97M-V/def2-TZVPD) on a 9-piece molecular cluster, C73H70BF8NO9 overall in a non-equilibrium geometry.

Calculated values
DFT total energy ... -119143.52578 eV
Molar mass ... 1268.16 g mol⁻¹
Strongest force on any atom ... 9.41 eV/A
Kohn-Sham gap ... 7.11 eV
LUMO level ... -1.72 eV

```
! RIJCOSX wB97M-V def2-TZVPD def2/J DEFGRID3
* xyz 0 1
C -3.976 6.117 -3.080
O -3.744 4.759 -2.557
C -2.381 4.755 -2.003
C -1.939 3.250 -1.424
C -0.443 3.438 -0.788
C 0.304 2.042 -0.340
C 1.148 1.264 -1.549
C 1.957 -0.100 -1.142
C 1.955 -0.725 0.409
C 1.105 -0.002 1.606
C 1.105 -0.629 3.127
N 2.039 0.182 4.016
C 0.286 1.393 1.182
B -0.577 2.212 2.325
O -0.097 3.587 2.669
O -1.761 1.599 2.959
C -2.842 1.338 1.996
C 2.900 -2.092 0.597
O 2.522 -3.181 1.271
C 4.367 -1.984 -0.204
C 5.811 -2.422 0.456
C 7.227 -2.227 -0.408
C 8.605 -2.658 0.400
C 7.221 -1.601 -1.959
C 8.682 -1.422 -2.703
O 8.817 -0.161 -3.471
O 8.450 0.873 -2.752
C 5.762 -1.155 -2.645
C 5.672 -0.507 -4.152
C 5.956 -1.756 -5.213
O 4.820 -2.725 -5.216
C 4.168 -2.655 -6.564
O 4.822 -3.130 -7.656
C 4.374 -1.351 -1.752
C 2.864 -0.889 -2.307
O 2.399 -1.149 -3.530
H -3.153 6.903 -2.789
H -4.051 6.068 -4.248
H -5.013 6.482 -2.642
H -1.544 5.049 -2.787
H -2.338 5.583 -1.161
H -2.018 2.479 -2.304
H -2.675 3.000 -0.524
H -0.462 4.241 0.074
H 0.242 3.909 -1.645
H 1.226 1.640 -2.653
H -0.016 -0.657 3.526
H 1.484 -1.747 3.188
H 1.612 1.087 4.312
H 2.899 0.330 3.418
H 0.916 3.498 2.603
H -2.494 1.143 0.896
H -3.470 0.411 2.363
H -3.580 2.257 1.966
H 5.786 -2.851 1.553
H 9.011 -3.650 -0.070
H 8.379 -2.728 1.555
H 9.357 -1.738 0.275
H 8.907 -2.314 -3.453
H 9.565 -1.407 -1.903
H 8.219 1.595 -3.436
H 6.418 0.407 -4.324
H 4.602 -0.083 -4.434
H 6.121 -1.280 -6.294
H 6.891 -2.344 -4.829
H 3.097 -2.135 -6.627
F -5.997 1.595 1.858
C -6.339 1.298 0.597
C -6.043 2.197 -0.421
C -6.394 1.887 -1.735
C -7.048 0.684 -2.014
C -7.346 -0.209 -0.984
C -6.985 0.097 0.328
H -5.541 3.130 -0.185
H -6.160 2.579 -2.540
H -7.326 0.444 -3.038
H -7.859 -1.142 -1.203
H -7.200 -0.590 1.140
F -2.177 -5.559 -3.494
C -1.169 -5.186 -2.694
C -0.054 -4.562 -3.243
C 0.993 -4.168 -2.409
C 0.917 -4.414 -1.036
C -0.204 -5.045 -0.495
C -1.255 -5.428 -1.327
H -0.010 -4.387 -4.313
H 1.865 -3.673 -2.827
H 1.736 -4.111 -0.387
H -0.258 -5.238 0.574
H -2.138 -5.912 -0.923
F -1.979 -0.566 8.994
C -2.649 -0.191 7.896
C -3.944 -0.655 7.693
C -4.644 -0.261 6.553
C -4.037 0.586 5.622
C -2.735 1.043 5.833
C -2.039 0.657 6.978
H -4.396 -1.319 8.422
H -5.659 -0.612 6.389
H -4.581 0.890 4.731
H -2.263 1.699 5.105
H -1.030 1.010 7.162
F 0.414 2.592 14.662
C -0.407 2.513 13.606
C -0.342 1.402 12.772
C -1.200 1.316 11.675
C -2.106 2.348 11.419
C -2.159 3.461 12.259
C -1.309 3.542 13.362
H 0.373 0.614 12.983
H -1.163 0.448 11.022
H -2.771 2.283 10.561
H -2.862 4.265 12.055
H -1.344 4.396 14.030
F 0.678 7.018 4.506
C -0.550 6.754 4.972
C -1.091 7.559 5.968
C -2.372 7.289 6.450
C -3.094 6.208 5.936
C -2.540 5.403 4.940
C -1.264 5.681 4.451
H -0.513 8.389 6.361
H -2.807 7.916 7.223
H -4.091 5.995 6.315
H -3.102 4.561 4.544
H -0.822 5.071 3.670
F -7.283 -1.063 -4.803
C -6.885 -2.308 -4.508
C -7.350 -3.373 -5.271
C -6.931 -4.669 -4.968
C -6.060 -4.886 -3.897
C -5.603 -3.810 -3.134
C -6.013 -2.514 -3.445
H -8.033 -3.187 -6.093
H -7.283 -5.508 -5.563
H -5.738 -5.897 -3.658
H -4.928 -3.982 -2.299
H -5.660 -1.665 -2.868
F 6.999 4.406 -4.387
C 8.080 4.331 -5.176
C 7.964 3.770 -6.443
C 9.088 3.696 -7.266
C 10.318 4.176 -6.809
C 10.424 4.733 -5.533
C 9.298 4.816 -4.715
H 7.003 3.395 -6.778
H 9.006 3.266 -8.261
H 11.195 4.114 -7.449
H 11.383 5.101 -5.178
H 9.361 5.254 -3.724
F -5.584 -9.500 -5.872
C -4.279 -9.220 -5.990
C -3.767 -8.077 -5.386
C -2.408 -7.788 -5.505
C -1.577 -8.640 -6.237
C -2.101 -9.782 -6.843
C -3.458 -10.077 -6.715
H -4.429 -7.422 -4.829
H -1.996 -6.901 -5.030
H -0.517 -8.412 -6.333
H -1.453 -10.442 -7.416
H -3.881 -10.965 -7.173
*
```

# 2
ORCA calculation (ωB97M-V/def2-TZVPD) on C29H54BHoN8O2P as an isolated structure in a non-equilibrium geometry.

Calculated values
DFT total energy ... -82707.18541 eV
Molar mass ... 753.52 g mol⁻¹
Strongest force on any atom ... 2.82 eV/A
Kohn-Sham gap (alpha / beta) ... 7.66 / 7.72 eV
LUMO level (alpha / beta) ... -6.98 / -6.91 eV
Energy above the lowest of the compared OMol25 structures with the same formula, charge and spin ... 0.379 eV

```
! RIJCOSX wB97M-V def2-TZVPD def2/J DEFGRID3
* xyz 3 5
Ho -0.758 -0.602 1.610
N -1.318 1.435 3.306
C -0.078 2.025 3.867
C 0.835 0.922 4.358
N 1.341 0.155 3.199
H -1.798 2.187 2.820
H -1.922 1.200 4.091
H -0.293 2.715 4.684
H 0.425 2.584 3.076
H 0.274 0.241 5.004
H 1.647 1.359 4.942
H 1.915 -0.600 3.561
H 1.976 0.763 2.685
N -3.108 -2.085 1.463
C -4.216 -1.504 0.677
C -4.455 -0.081 1.141
N -3.208 0.698 0.982
H -2.967 -3.046 1.160
H -3.434 -2.166 2.423
H -5.141 -2.075 0.780
H -3.928 -1.507 -0.377
H -4.736 -0.074 2.197
H -5.287 0.345 0.577
H -3.368 1.612 1.395
H -3.099 0.881 -0.015
C 1.964 -6.139 3.889
N 2.247 -4.944 3.050
C 2.650 -3.800 3.906
C 1.097 -4.573 2.111
C -0.147 -4.110 2.837
C -0.958 -5.099 3.401
C -1.989 -4.769 4.262
C -2.210 -3.431 4.543
C -1.473 -2.460 3.878
C -0.420 -2.729 2.967
H 2.823 -6.361 4.519
H 1.765 -7.002 3.257
H 1.104 -5.943 4.520
H 3.042 -5.187 2.458
H 1.777 -3.449 4.450
H 3.044 -2.996 3.287
H 3.411 -4.120 4.613
H 0.896 -5.466 1.516
H 1.474 -3.778 1.468
H -0.804 -6.141 3.145
H -2.602 -5.540 4.708
H -2.982 -3.152 5.250
H -1.720 -1.415 4.111
C 2.272 -2.085 -5.869
N 1.683 -0.672 -5.737
C 0.168 -0.786 -5.910
N -0.371 -1.724 -4.995
C 0.232 -3.041 -5.157
N 1.671 -2.973 -4.948
C 2.026 -2.689 -3.562
P 1.391 -1.031 -2.926
C 2.019 -0.062 -4.417
C -0.344 -1.270 -3.610
H 3.346 -2.020 -5.696
H 2.075 -2.417 -6.890
H 2.066 -0.094 -6.487
H -0.018 -1.101 -6.938
H -0.268 0.200 -5.743
H 0.033 -3.415 -6.163
H -0.211 -3.726 -4.435
H 3.114 -2.729 -3.462
H 1.611 -3.471 -2.922
H 3.102 0.037 -4.332
H 1.588 0.939 -4.368
H -0.894 -0.333 -3.519
H -0.848 -2.014 -2.989
C 0.609 7.493 -2.395
C 0.373 6.683 -1.119
C 1.526 6.990 -0.151
C -0.973 7.126 -0.519
C 0.303 5.178 -1.359
C 0.374 4.613 -2.632
C 0.318 3.241 -2.855
C 0.173 2.426 -1.755
O 0.112 1.049 -1.658
B -0.069 0.717 -0.304
O -0.109 1.942 0.417
C 0.058 2.974 -0.487
C 0.131 4.329 -0.261
H 0.615 8.552 -2.144
H -0.183 7.340 -3.129
H 1.573 7.259 -2.848
H 1.615 8.067 -0.016
H 2.469 6.622 -0.559
H 1.378 6.542 0.832
H -1.004 8.211 -0.425
H -1.138 6.697 0.470
H -1.791 6.821 -1.174
H 0.476 5.261 -3.491
H 0.375 2.847 -3.861
H 0.060 4.717 0.746
*
```

# 3
ORCA calculation (ωB97M-V/def2-TZVPD) on an isolated ion of composition C4H7N2O and charge +1 in a non-equilibrium geometry.

Calculated values
DFT total energy ... -9278.35618 eV
Molar mass ... 99.11 g mol⁻¹
Strongest force on any atom ... 5.01 eV/A
Kohn-Sham gap ... 8.10 eV
LUMO level ... -5.83 eV
Energy above the lowest of the compared OMol25 structures with the same formula, charge and spin ... 4.434 eV

```
! RIJCOSX wB97M-V def2-TZVPD def2/J DEFGRID3
* xyz 1 1
C -1.596 -0.243 0.274
C 0.010 1.537 0.488
C 0.590 -0.697 0.291
C 2.087 -0.545 0.257
N -0.334 0.187 0.303
N -2.567 0.568 -0.096
O 0.647 2.188 -0.310
H -0.754 1.959 1.331
H 0.283 -1.757 0.117
H 2.453 0.268 0.723
H 2.387 -0.439 -0.898
H 2.513 -1.463 0.703
H -3.360 -0.074 -0.227
H -2.523 1.532 -0.424
*
```

# 4
ORCA calculation (ωB97M-V/def2-TZVPD) on one molecule with the formula CH4N2O in a non-equilibrium geometry.

Calculated values
DFT total energy ... -6127.48648 eV
Molar mass ... 60.06 g mol⁻¹
Strongest force on any atom ... 2.47 eV/A
Kohn-Sham gap ... 10.64 eV
LUMO level ... 0.81 eV
Energy above the lowest of the compared OMol25 structures with the same formula, charge and spin ... 3.021 eV

```
! RIJCOSX wB97M-V def2-TZVPD def2/J DEFGRID3
* xyz 0 1
C -0.758 0.482 0.039
H 1.794 -0.682 0.701
H 0.971 1.325 -0.544
H -1.207 1.494 -0.085
H -0.930 -1.364 0.015
N 0.611 0.637 0.127
N -1.503 -0.528 -0.018
O 1.270 -0.554 -0.135
*
```

# 5
ORCA calculation (ωB97M-V/def2-TZVPD) on a 2-piece molecular cluster, C29H41BrCl2FN5O2PS overall in a non-equilibrium geometry.

Calculated values
DFT total energy ... -160185.06383 eV
Molar mass ... 724.53 g mol⁻¹
Strongest force on any atom ... 7.22 eV/A
Kohn-Sham gap ... 7.95 eV
LUMO level ... -3.05 eV

```
! RIJCOSX wB97M-V def2-TZVPD def2/J DEFGRID3
* xyz 1 1
C -1.623 2.494 3.244
C -0.663 1.703 2.774
C 0.297 0.726 1.879
C 1.021 1.399 0.562
C 1.477 2.815 1.279
C 0.502 4.102 1.285
C 1.157 5.306 1.982
C 2.584 5.173 2.542
N 3.540 4.106 2.529
C 2.881 3.000 1.878
C 2.288 0.352 0.158
C 3.440 0.956 -0.806
O 4.440 0.052 -1.335
O 4.885 0.538 -2.516
C 2.916 -0.532 1.329
C 4.364 -1.112 1.448
C 5.618 -0.037 1.534
Br 4.944 -2.680 0.330
N 1.529 -0.473 -0.916
S 1.746 -2.250 -0.889
C 0.174 0.066 -1.433
C 0.369 0.475 -3.023
C 0.591 -0.799 -4.034
F -0.525 -0.932 -4.984
N -0.737 -1.006 -1.497
C -1.429 -1.681 -0.398
C -1.868 -3.161 -0.998
C -1.822 -4.315 0.145
C 0.006 1.574 -0.759
P -1.892 1.584 -0.252
N -2.930 1.032 -1.345
C -0.088 2.892 -1.648
Cl -1.674 3.494 -2.491
C 0.873 3.907 -1.985
C 0.585 5.201 -2.954
Cl 2.537 3.945 -1.361
H -2.639 2.852 3.676
H -0.356 -0.183 1.627
H 0.977 0.418 2.739
H -0.556 4.089 0.833
H 0.564 6.289 2.082
H 2.984 6.126 3.087
H 3.609 2.095 1.766
H 4.020 1.840 -0.307
H 3.025 1.438 -1.792
H 4.277 0.271 -3.251
H 2.160 -1.330 1.736
H 2.958 0.193 2.258
H 4.412 -1.587 2.526
H 5.361 1.001 1.140
H 6.412 -0.479 0.800
H 6.123 -0.057 2.574
H 2.034 -0.387 -1.837
H 1.280 -2.748 0.329
H 1.308 1.131 -3.195
H -0.601 0.955 -3.464
H 1.558 -0.629 -4.658
H 0.683 -1.808 -3.503
H -1.415 -1.064 -2.292
H -0.780 -1.977 0.528
H -2.461 -1.235 -0.076
H -1.054 -3.421 -1.772
H -2.915 -3.053 -1.495
H -2.034 -5.314 -0.387
H -2.605 -4.141 0.973
H -0.736 -4.384 0.570
H -2.253 2.909 0.216
H -2.154 0.661 0.847
H -2.369 0.836 -2.187
H -0.201 5.916 -2.474
H 0.215 4.843 -4.002
H 1.520 5.830 -3.149
N -4.800 -4.661 1.484
C -5.266 -5.866 1.855
C -6.592 -6.116 2.171
C -7.492 -5.062 2.105
C -7.038 -3.806 1.727
C -5.694 -3.658 1.426
H -4.524 -6.657 1.895
H -6.912 -7.109 2.462
H -8.538 -5.218 2.347
H -7.714 -2.961 1.665
H -5.292 -2.697 1.122
*
```

# 6
ORCA calculation (ωB97M-V/def2-TZVPD) on a 2-piece molecular cluster, C6H14O overall in a non-equilibrium geometry.

Calculated values
DFT total energy ... -8492.45794 eV
Molar mass ... 102.18 g mol⁻¹
Strongest force on any atom ... 3.40 eV/A
Kohn-Sham gap ... 9.39 eV
LUMO level ... 0.29 eV
Energy above the lowest of the compared OMol25 structures with the same formula, charge and spin ... 4.434 eV

```
! RIJCOSX wB97M-V def2-TZVPD def2/J DEFGRID3
* xyz 0 1
C -3.367 0.041 0.269
C -2.079 0.615 -0.238
C -0.843 0.441 0.633
C 0.380 0.343 -0.276
C 1.651 -0.120 0.418
C 2.757 -0.389 -0.585
O 3.903 -0.821 0.121
H -2.965 -1.641 0.276
H -4.232 0.734 0.094
H -3.537 -0.418 1.181
H -1.926 -0.030 -1.101
H -2.145 1.646 -0.628
H -0.725 1.251 1.365
H -0.966 -0.494 1.197
H 0.547 1.308 -0.778
H 0.136 -0.372 -1.076
H 1.996 0.625 1.145
H 1.452 -1.044 0.973
H 2.416 -1.155 -1.302
H 2.964 0.527 -1.165
H 4.583 -1.047 -0.523
*
```